1.
99
Properties=species:S:1:pos:R:3:forces:R:3 method="wB97M-V/def2-TZVPD" total_charge=-1 gap_ev=5.499 homo_energy_ha=-0.1569 e_tot_ev=-158413.5837
C 0.0553 0.0266 -1.6388 0.112 0.795 -0.400
C -0.7563 0.6321 -0.3500 0.252 -1.920 5.731
O -0.4467 0.0924 0.8614 -1.556 3.122 -6.638
N -1.8105 1.7161 -0.3696 1.269 -3.681 -0.865
C -2.6051 1.7468 -1.6560 -1.357 0.934 -1.366
C -4.2293 2.0499 -1.3963 0.111 0.707 -0.556
C -5.1507 1.0900 -2.3552 -0.113 0.688 -0.237
C -6.7775 1.3346 -2.2057 0.535 -0.214 -1.283
Ga -7.6530 0.2324 -0.6749 -0.295 0.052 -0.256
H -0.6083 -0.6750 -2.3030 0.994 1.560 1.365
H 0.4130 0.9366 -2.3087 -0.796 -1.937 1.273
H 1.0134 -0.6085 -1.3196 -2.349 1.656 -0.223
H -2.4541 1.5980 0.4688 1.396 -0.009 -1.337
H -2.5582 0.7649 -2.2937 0.100 1.667 1.451
H -2.1855 2.6181 -2.3400 -0.777 -1.791 1.376
H -4.4483 3.1730 -1.7336 0.482 -2.360 0.839
H -4.4996 1.9946 -0.2450 0.486 -0.213 -2.348
H -4.8624 -0.0371 -2.1382 -0.655 2.234 -0.498
H -4.8674 1.3735 -3.4795 -0.189 -0.743 2.263
H -7.2621 0.9248 -3.2166 1.017 1.031 2.016
H -7.0883 2.4579 -2.0915 0.943 -1.873 -0.397
H -8.5100 -1.0187 -1.2716 0.081 0.066 -0.130
H -6.5967 -0.4123 0.3435 0.304 0.109 0.090
H -8.7054 1.1929 0.0882 0.015 0.093 0.102
C -1.4095 -1.5922 3.5978 -0.188 0.248 -0.119
C -0.4907 -1.1418 4.7325 0.122 0.056 -0.389
C -0.8250 -1.9909 5.9578 0.286 0.552 0.396
S -1.4479 -3.5448 5.3340 0.114 -0.024 -0.278
O -2.8414 -3.6657 5.7077 0.363 -0.292 0.128
O -0.4795 -4.5891 5.6026 -0.452 -0.060 0.214
C -1.3618 -3.1128 3.6073 -0.053 0.101 -0.486
H -1.0922 -1.1861 2.6329 -0.089 -0.053 0.171
H -2.4323 -1.2472 3.7912 0.068 -0.107 -0.087
H 0.5542 -1.3071 4.4431 -0.405 -0.008 0.059
H -0.6066 -0.0750 4.9479 0.087 -0.226 -0.022
H 0.0593 -2.1748 6.5732 -0.222 -0.101 -0.036
H -1.6104 -1.5292 6.5625 0.033 -0.214 -0.085
H -2.1903 -3.5720 3.0654 0.075 -0.079 0.194
H -0.4073 -3.4793 3.2179 -0.110 0.002 0.124
C -1.5057 -5.4195 -3.8955 -0.066 -0.248 0.127
C -2.3254 -5.1816 -5.1627 0.060 -0.245 -0.262
C -3.1269 -3.8974 -4.9562 -0.446 -0.297 -0.475
S -2.1822 -2.8966 -3.8170 -0.258 0.175 0.474
O -2.9342 -2.7646 -2.5870 0.500 0.214 -0.661
O -1.6424 -1.7516 -4.5227 -0.206 -0.006 0.304
C -0.8740 -4.0779 -3.5549 0.456 -0.354 0.114
H -0.7480 -6.1949 -4.0415 -0.101 0.108 0.052
H -2.1672 -5.7405 -3.0820 0.127 0.059 -0.074
H -1.6488 -5.0607 -6.0174 -0.068 -0.018 0.111
H -2.9845 -6.0271 -5.3831 0.090 0.155 0.012
H -3.2612 -3.3519 -5.8937 -0.045 0.072 0.276
H -4.0999 -4.1017 -4.5012 0.168 0.190 0.026
H -0.5186 -4.0196 -2.5248 -0.107 0.192 -0.104
H -0.0623 -3.8376 -4.2480 -0.116 0.046 0.088
C 5.2545 1.5256 5.0220 0.234 0.060 -0.070
C 4.1788 2.5460 4.6530 0.117 0.381 0.032
C 3.0012 1.7760 4.0577 -0.130 0.572 -0.300
S 3.0456 0.1484 4.7929 -0.264 -0.091 0.112
O 3.3315 -0.8186 3.7540 -0.274 0.122 0.451
O 1.9242 0.0039 5.6996 0.614 -0.114 -0.267
C 4.5274 0.4044 5.7492 0.515 0.007 0.280
H 6.0370 1.9679 5.6456 -0.114 -0.033 -0.125
H 5.7255 1.1388 4.1104 -0.036 0.015 0.115
H 3.8539 3.0763 5.5565 0.066 -0.078 -0.113
H 4.5561 3.2956 3.9504 -0.058 -0.130 0.179
H 2.0473 2.2549 4.2929 0.067 -0.289 -0.111
H 3.1039 1.6618 2.9751 -0.089 -0.140 0.186
H 5.1045 -0.5205 5.7990 -0.246 -0.011 -0.022
H 4.2274 0.7162 6.7540 -0.042 -0.085 -0.144
C 9.6990 4.0986 6.4501 -0.019 -0.118 0.248
C 10.3369 3.1691 5.4187 0.345 -0.112 0.105
C 9.3606 3.0413 4.2506 0.316 -0.634 -0.107
S 8.4171 4.5580 4.2197 0.040 0.432 -0.432
O 7.0369 4.2483 4.5285 0.297 0.170 -0.266
O 8.7963 5.3319 3.0545 -0.497 -0.336 0.405
C 9.1684 5.2869 5.6619 0.173 0.244 0.497
H 10.4169 4.4112 7.2140 -0.133 -0.040 -0.093
H 8.8726 3.5817 6.9524 0.088 0.109 -0.033
H 11.2787 3.6070 5.0662 -0.139 -0.055 0.052
H 10.5708 2.1893 5.8468 -0.024 0.151 -0.101
H 9.8851 2.9204 3.2993 -0.287 0.084 0.071
H 8.6640 2.2118 4.4001 -0.008 0.202 -0.069
H 8.4301 5.8724 6.2124 -0.008 -0.036 -0.236
H 9.9851 5.9317 5.3240 -0.164 -0.075 -0.040
C -3.1498 -1.1515 -8.0487 0.122 -0.177 0.003
C -3.5999 -0.4964 -9.3537 0.228 -0.033 -0.276
C -5.0254 0.0115 -9.1441 -0.053 -0.073 -0.775
S -5.1803 0.3597 -7.3987 -0.212 0.447 0.677
O -6.1438 -0.5589 -6.8294 0.272 0.467 -0.294
O -5.2668 1.7932 -7.2042 -0.232 -0.654 -0.070
C -3.5452 -0.1835 -6.9435 0.433 -0.236 0.175
H -2.0740 -1.3495 -8.0436 -0.144 0.011 0.048
H -3.6712 -2.1069 -7.9156 0.042 0.091 0.003
H -2.9382 0.3470 -9.5855 -0.081 -0.118 0.057
H -3.5491 -1.1942 -10.1953 -0.011 0.127 0.086
H -5.2154 0.9240 -9.7148 -0.133 -0.127 0.228
H -5.7644 -0.7514 -9.4044 0.041 0.149 0.161
H -3.5665 -0.6455 -5.9550 -0.094 0.233 -0.044
H -2.8913 0.6937 -6.9357 -0.150 -0.091 0.056

***

2.
98
Properties=species:S:1:pos:R:3:forces:R:3 method="wB97M-V/def2-TZVPD" total_charge=0 gap_ev=9.589 smiles="CCCCCO[C@@H](N=C=O)[C@H](C[C@H](C)O)O[C@H](Cl)COC(F)(F)F.COC[C@@H](C)N.COC[C@@H](C)N.COC[C@@H](C)N" homo_energy_ha=-0.3362 e_tot_ev=-70883.7970 de_lowest_kj_mol=6.7
C 4.7325 -2.2756 0.1038 -0.257 0.054 -0.117
C 3.6703 -2.9037 -0.8009 0.312 -0.118 -0.087
C 2.9442 -4.0968 -0.1628 -0.144 0.063 0.329
C 1.5033 -3.7931 0.2431 -0.004 0.378 -0.191
C 0.6297 -3.3052 -0.9173 0.304 -0.346 0.439
O 0.5928 -1.8811 -0.8620 -0.047 0.059 -0.035
C -0.0917 -1.1876 -1.8594 0.009 -0.300 0.130
N -0.6285 -2.1095 -2.8883 0.000 0.469 -0.307
C -0.9080 -1.7134 -4.0007 -0.243 0.070 -0.143
O -1.2273 -1.3742 -5.0738 0.199 -0.317 0.393
C -1.2391 -0.3619 -1.2577 0.082 0.117 -0.174
C -0.7859 0.9508 -0.6321 0.148 -0.115 -0.020
C 0.3238 0.8470 0.3990 0.250 0.071 0.072
C 0.3555 2.0538 1.3263 0.162 -0.324 -0.289
O 1.5585 0.7661 -0.3377 -0.043 0.019 0.072
O -1.9372 -1.1718 -0.3131 -0.186 0.029 0.265
C -3.2722 -1.3415 -0.5566 0.388 -0.259 -0.047
Cl -4.2139 0.2038 -0.3847 -0.154 0.157 -0.050
C -3.8840 -2.3591 0.4212 -0.350 0.014 -0.074
O -2.9566 -3.2275 1.0520 0.390 0.104 0.149
C -2.2759 -2.7982 2.1466 -0.176 0.006 -0.097
F -2.7856 -1.6624 2.6615 0.194 -0.235 -0.079
F -0.9796 -2.5907 1.8903 -0.310 -0.090 0.086
F -2.3480 -3.7505 3.0891 0.054 0.217 -0.152
H 5.3215 -3.0446 0.5987 0.156 -0.030 -0.003
H 4.2838 -1.6534 0.8790 -0.041 -0.023 0.110
H 5.3952 -1.6411 -0.4815 0.112 0.070 0.052
H 2.9604 -2.1334 -1.0951 -0.124 0.026 -0.079
H 4.1631 -3.2291 -1.7183 0.020 -0.030 -0.059
H 2.9621 -4.9696 -0.8151 -0.053 -0.002 -0.155
H 3.4863 -4.3884 0.7396 0.067 -0.109 0.015
H 1.5154 -3.0027 0.9942 -0.106 0.026 0.143
H 1.0331 -4.6599 0.7020 0.042 -0.133 0.028
H -0.3697 -3.7281 -0.8322 -0.158 0.096 -0.102
H 1.0756 -3.6441 -1.8489 -0.150 0.017 -0.218
H 0.6119 -0.4985 -2.3271 0.055 0.065 -0.088
H -1.9145 -0.1209 -2.0835 -0.070 0.059 -0.018
H -0.4244 1.5901 -1.4418 0.022 0.095 -0.005
H -1.6449 1.4474 -0.1907 -0.198 -0.045 0.004
H 0.2124 -0.0681 0.9829 -0.167 -0.091 0.006
H -0.6293 2.2464 1.7456 0.011 0.119 0.093
H 0.7048 2.9188 0.7671 -0.129 0.183 0.024
H 1.0675 1.8879 2.1317 0.011 0.056 0.115
H 2.1764 0.2361 0.1738 0.017 -0.027 -0.054
H -3.4422 -1.6470 -1.5889 -0.056 0.079 -0.079
H -4.5139 -1.8562 1.1473 0.141 0.076 0.159
H -4.5329 -3.0110 -0.1577 0.026 -0.129 0.019
C -3.1294 3.0725 3.0122 0.103 -0.025 0.035
O -2.3052 4.2186 2.9167 -0.039 -0.078 0.008
C -2.9397 5.3893 2.4459 0.031 0.103 -0.072
C -3.6685 6.2015 3.5247 -0.026 -0.078 0.096
C -4.9969 5.5940 3.9619 -0.062 0.025 -0.022
N -2.8384 6.4399 4.7076 0.092 -0.031 -0.130
H -3.8748 3.0487 2.2113 -0.026 0.009 0.002
H -3.6355 3.0146 3.9789 -0.068 0.003 -0.036
H -2.4855 2.1984 2.9139 -0.021 0.002 0.012
H -2.1370 6.0099 2.0374 0.026 -0.014 0.014
H -3.6170 5.1437 1.6166 -0.042 0.012 0.032
H -3.8852 7.1768 3.0778 0.020 0.008 -0.051
H -4.8505 4.7312 4.6114 0.040 -0.027 -0.010
H -5.5746 6.3263 4.5245 0.030 0.007 0.027
H -5.5912 5.2789 3.1020 0.011 -0.011 0.000
H -2.0034 6.9528 4.4408 -0.045 0.067 0.031
H -2.4956 5.5414 5.0361 -0.042 -0.004 0.055
C 0.1766 -9.3040 -4.6831 0.105 -0.017 0.022
O 1.0974 -8.2408 -4.8328 -0.051 -0.062 0.021
C 0.5381 -6.9969 -5.2028 0.045 0.108 -0.058
C 0.0055 -6.1618 -4.0315 -0.068 -0.061 0.109
C -1.3253 -6.6516 -3.4718 -0.069 0.039 -0.012
N 0.9694 -6.0498 -2.9344 0.179 -0.052 -0.114
H -0.6401 -9.2273 -5.4072 -0.030 0.010 0.005
H -0.2405 -9.3433 -3.6738 -0.067 0.010 -0.027
H 0.7178 -10.2319 -4.8644 0.014 0.011 -0.007
H 1.3529 -6.4418 -5.6748 0.024 -0.023 0.019
H -0.2405 -7.1444 -5.9630 -0.044 0.013 0.037
H -0.1572 -5.1522 -4.4227 0.021 0.010 -0.052
H -1.2020 -7.5484 -2.8645 0.033 -0.026 -0.013
H -1.7626 -5.8856 -2.8315 0.034 0.003 0.025
H -2.0346 -6.8735 -4.2714 0.007 -0.012 -0.002
H 1.8202 -5.6121 -3.2785 -0.038 0.054 0.027
H 1.2588 -6.9881 -2.6702 -0.066 -0.013 0.036
C 4.5969 7.7337 2.1356 -0.047 0.025 0.097
O 3.1873 7.7655 2.2465 0.083 -0.003 0.001
C 2.4755 7.3775 1.0890 -0.122 0.016 -0.053
C 2.2718 5.8640 0.9391 0.107 -0.084 0.075
C 3.5183 5.1115 0.4858 0.003 -0.030 -0.076
N 1.7572 5.2387 2.1592 -0.036 0.200 0.027
H 4.9231 8.0189 1.1309 0.010 -0.020 -0.024
H 5.0030 6.7488 2.3789 0.028 -0.007 -0.068
H 4.9964 8.4530 2.8497 -0.018 0.007 0.002
H 1.4923 7.8462 1.1834 0.003 0.003 0.040
H 2.9535 7.7981 0.1941 0.023 -0.051 -0.018
H 1.5113 5.7341 0.1621 -0.028 0.048 -0.021
H 4.2395 5.0031 1.2959 0.001 0.037 0.032
H 3.2494 4.1076 0.1573 -0.020 -0.009 0.034
H 4.0098 5.6215 -0.3451 0.006 0.008 0.009
H 0.8614 5.6515 2.4025 -0.057 -0.118 -0.035
H 2.3730 5.4928 2.9267 0.045 -0.056 -0.007